Version a
Entry from the Open Molecules 2025 dataset: the molecule C5H6Si (wB97M-V/def2-TZVPD).

Atoms and positions in Å:
C 2.23 -0.66 -0.04
C 2.30 0.65 0.07
C 0.88 -0.19 0.37
Si -0.71 -0.23 -0.59
C -2.17 0.73 -0.04
C -2.19 -0.56 0.43
H 2.83 -1.56 -0.27
H 2.89 1.46 -0.31
H 0.55 -0.17 1.36
H -0.51 -0.19 -1.98
H -2.93 1.46 0.02
H -2.83 -1.01 1.20

Values from the calculation:
HOMO level = -8.9 eV
SMILES = C1=CC1[SiH]1C=C1
HOMO-LUMO gap = 9.819 eV

How positive or negative is each atom? The natural (NBO) charges in e answer that:
1. C -0.20
2. C -0.17
3. C -0.68
4. Si 1.29
5. C -0.56
6. C -0.58
7. H 0.22
8. H 0.24
9. H 0.21
10. H -0.20
11. H 0.21
12. H 0.22

Version b
Entry from the Open Molecules 2025 dataset: a structure of composition C5H6Si (wB97M-V/def2-TZVPD).

Atoms and positions in Å:
C 1.65 1.31 0.98
C 1.99 1.04 -0.22
C -2.08 -0.97 -0.68
C -1.97 -1.15 0.63
C 0.58 0.94 0.03
Si -0.32 -0.68 -0.25
H 2.01 1.41 1.92
H 2.62 0.92 -0.98
H -2.70 -1.28 -1.51
H -2.61 -1.79 1.35
H -0.17 1.78 -0.15
H 1.00 -1.52 -1.12

Values from the calculation:
HOMO level = -8.6 eV
HOMO-LUMO gap = 9.379 eV

How positive or negative is each atom? The natural (NBO) charges in e answer that:
1. C -0.13
2. C -0.15
3. C -0.60
4. C -0.51
5. C -0.70
6. Si 1.22
7. H 0.22
8. H 0.22
9. H 0.22
10. H 0.22
11. H 0.20
12. H -0.20

Relative calculated energies, zero for the most stable structure, unit kJ/mol: version a 0.0; version b 73.2.

Version a
Entry from the Open Molecules 2025 dataset: a cluster of 2 separate species, C2H9N2O in total (wB97M-V/def2-TZVPD).

Atoms and positions in Å:
C -2.19 0.54 -0.01
O -1.01 0.90 -0.62
H -2.10 -0.20 0.80
H -2.82 -0.03 -0.77
H -2.81 1.39 0.33
N 1.77 0.77 0.14
C 1.44 -0.66 0.37
N 0.68 -1.30 -0.67
H 1.93 1.22 1.03
H 0.92 1.18 -0.25
H 0.90 -0.68 1.33
H 2.39 -1.18 0.55
H 1.17 -1.11 -1.53
H -0.27 -0.84 -0.72

Values from the calculation:
HOMO level = -2.7 eV
net charge = -1
HOMO-LUMO gap = 7.280 eV

How positive or negative is each atom? The natural (NBO) charges in e answer that:
1. C -0.22
2. O -1.00
3. H 0.09
4. H 0.08
5. H 0.10
6. N -0.91
7. C -0.03
8. N -0.88
9. H 0.33
10. H 0.42
11. H 0.14
12. H 0.13
13. H 0.33
14. H 0.42

Version b
Entry from the Open Molecules 2025 dataset: a cluster of 2 separate species, C2H9N2O in total (wB97M-V/def2-TZVPD).

Atoms and positions in Å:
C 0.88 -1.67 2.02
O 0.71 -0.56 1.27
H 0.34 -2.60 1.71
H 0.54 -1.53 3.09
H 1.97 -1.92 2.11
N -0.78 1.31 -0.02
C -0.56 1.22 -1.48
N -0.38 -0.12 -1.96
H -0.72 2.30 0.12
H -0.15 0.66 0.50
H 0.24 1.86 -1.88
H -1.46 1.66 -1.93
H -0.93 -0.81 -1.47
H 0.59 -0.33 -2.08

Values from the calculation:
HOMO level = -2.5 eV
net charge = -1
HOMO-LUMO gap = 6.897 eV

How positive or negative is each atom? The natural (NBO) charges in e answer that:
1. C -0.18
2. O -1.00
3. H 0.08
4. H 0.07
5. H 0.08
6. N -0.90
7. C -0.03
8. N -0.87
9. H 0.32
10. H 0.45
11. H 0.12
12. H 0.12
13. H 0.37
14. H 0.36

Relative calculated energies, zero for the most stable structure, unit kJ/mol: version a 0.0; version b 35.3.

Version a
Entry from the Open Molecules 2025 dataset: the ion C7H10 with charge +1 (wB97M-V/def2-TZVPD).

Atoms and positions in Å:
C 1.23 -0.34 0.86
C 1.42 -1.63 1.12
C -0.70 0.55 -0.41
C 0.63 0.16 -0.41
C 1.60 0.51 -1.44
C -2.98 0.55 0.38
C -1.67 0.19 0.54
H 1.42 0.41 1.61
H 1.01 -2.38 0.46
H 1.92 -1.90 2.04
H -1.06 1.02 -1.32
H 2.07 -0.24 -2.09
H 1.13 1.10 -2.25
H 2.40 1.13 -1.04
H -3.33 1.13 -0.46
H -3.76 0.14 1.00
H -1.33 -0.38 1.39

Values from the calculation:
HOMO level (alpha / beta) = -14.4 / -14.5 eV
net charge = +1
<S²> = 0.782
2S+1 = 2
HOMO-LUMO gap (alpha / beta) = 9.241 / 6.815 eV

How positive or negative is each atom? The natural (NBO) charges in e answer that:
1. C -0.32
2. C -0.31
3. C -0.13
4. C 0.30
5. C -0.72
6. C -0.08
7. C -0.20
8. H 0.26
9. H 0.21
10. H 0.24
11. H 0.23
12. H 0.31
13. H 0.24
14. H 0.29
15. H 0.21
16. H 0.23
17. H 0.25

Version b
Entry from the Open Molecules 2025 dataset: the ion C7H10 with charge +1 (wB97M-V/def2-TZVPD).

Atoms and positions in Å:
C 0.29 1.46 0.17
C -0.54 2.27 0.83
C -0.48 -0.71 0.93
C 0.00 0.07 -0.12
C 0.21 -0.53 -1.42
C 0.34 0.26 -2.49
C -0.03 -2.09 1.31
H 1.15 1.90 -0.33
H -1.31 1.93 1.52
H -0.42 3.34 0.76
H -0.89 -0.20 1.81
H 0.44 -1.59 -1.47
H 0.43 -0.20 -3.47
H 0.55 1.32 -2.49
H 1.03 -2.02 1.60
H -0.30 -2.86 0.60
H -0.48 -2.35 2.26

Values from the calculation:
HOMO level (alpha / beta) = -13.8 / -14.5 eV
net charge = +1
<S²> = 0.775
2S+1 = 2
HOMO-LUMO gap (alpha / beta) = 8.673 / 7.269 eV

How positive or negative is each atom? The natural (NBO) charges in e answer that:
1. C -0.24
2. C -0.19
3. C 0.11
4. C 0.08
5. C -0.28
6. C -0.17
7. C -0.70
8. H 0.25
9. H 0.21
10. H 0.24
11. H 0.22
12. H 0.25
13. H 0.23
14. H 0.22
15. H 0.28
16. H 0.26
17. H 0.26

Relative calculated energies, zero for the most stable structure, unit kJ/mol: version a 0.0; version b 31.5.